(1)
A cluster of 2 separate species, C30H39ClFNO8 in total, computed with wB97M-V/def2-TZVPD.

Atoms and positions in Å:
C1 4.00922 -2.22833 0.93467
C2 3.20784 -1.17279 0.40088
C3 1.73675 -1.57895 -0.10330
C4 0.77661 -0.28491 -0.07909
C5 0.26878 0.44706 -1.35873
C6 0.71162 -0.08692 -2.81697
C7 -0.49959 -0.69733 -3.66889
F1 -0.25866 -0.31568 -5.05484
C8 -0.63580 1.72693 -1.33010
C9 -1.13684 2.50524 -2.63518
C10 -0.16542 3.79880 -2.78691
C11 -0.75618 4.89034 -3.82209
C12 0.43405 5.22727 -4.86283
O1 1.51293 5.63833 -4.36108
O2 0.25343 5.02709 -6.26966
C13 -1.06471 2.32863 0.04327
C14 -1.93513 3.64237 0.25317
C15 -3.51874 3.42343 0.35693
C16 -4.00086 1.94012 0.71471
C17 -4.59410 1.18082 -0.59677
N1 -5.94306 1.68566 -0.99377
C18 -7.02120 1.14883 -0.06772
C19 -6.34891 1.13886 -2.33176
C20 -6.43484 -0.44054 -2.64750
O3 -6.67434 1.95192 -3.22808
C21 -0.56232 1.60103 1.34468
C22 0.34276 0.32076 1.30588
C23 0.83022 -0.30874 2.70927
O4 0.96391 -1.53267 2.92229
C24 1.09239 0.78389 3.86788
C25 0.25860 1.94430 3.90381
Cl1 0.51918 3.25434 5.15598
C26 -0.92826 2.13189 2.82174
O5 -2.03581 2.61434 3.14110
H1 3.61360 -3.30772 0.89597
H2 5.03649 -2.03778 1.39348
H3 3.59558 -0.09577 0.38406
H4 1.31932 -2.37470 0.62086
H5 1.75373 -2.09471 -1.13273
H6 1.57971 -0.83734 -2.76696
H7 1.14751 0.83570 -3.35986
H8 -1.46537 -0.21593 -3.26766
H9 -0.58980 -1.82380 -3.52969
H10 -2.19943 2.89079 -2.46029
H11 -1.16218 1.86857 -3.58042
H12 0.86091 3.45197 -3.17170
H13 0.04405 4.31201 -1.78036
H14 -1.62848 4.41715 -4.38618
H15 -1.14862 5.83813 -3.32531
H16 -0.67843 5.28344 -6.44878
H17 -1.52182 4.22246 1.15069
H18 -1.75078 4.30810 -0.67530
H19 -3.88674 4.09986 1.22045
H20 -4.08721 3.81501 -0.57129
H21 -4.91764 2.05890 1.41163
H22 -3.25568 1.30599 1.29449
H23 -3.83861 1.34145 -1.45653
H24 -4.68263 0.04772 -0.44611
H25 -7.00900 1.83147 0.85452
H26 -6.76726 0.08698 0.27028
H27 -8.06472 1.23014 -0.55568
H28 -7.04036 -0.59319 -3.61913
H29 -7.03060 -1.01644 -1.84077
H30 -5.41136 -0.92728 -2.77694
H31 1.90561 0.69081 4.65499
C27 4.64124 -5.68172 5.34064
C28 5.54803 -4.65325 4.69348
O6 6.81698 -5.22693 4.35651
C29 6.83296 -5.98334 3.24662
O7 5.89225 -6.20471 2.52322
O8 8.07517 -6.47206 3.09427
C30 8.20972 -7.37219 1.99584
H32 5.13810 -6.14985 6.19485
H33 3.71173 -5.21874 5.68058
H34 4.38878 -6.48271 4.64214
H35 5.74633 -3.84664 5.40353
H36 5.08213 -4.20006 3.81350
H37 7.84435 -6.92516 1.06922
H38 7.67884 -8.30257 2.20982
H39 9.27000 -7.59746 1.87507

## Properties
* LUMO level: -0.0541 Ha
* total charge: 0
* relative energy (zero: lowest compared OMol25 entry of this formula, charge and spin): 149.17 kcal per mole
* SMILES: C=CCc1c(CCF)c(CCCC(=O)O)c(CCCCN(C)C(C)=O)c2c1C(=O)C=C(Cl)C2=O.CCOC(=O)OC
* HOMO-LUMO gap: 7.6 eV
* largest force on an atom: 5.1 eV Å⁻¹
* 2S+1: 1

(2)
The molecule C4H7NO, computed with wB97M-V/def2-TZVPD.

Atoms and positions in Å:
O1 1.52684 0.80865 2.63015
C1 0.87801 0.86161 1.60622
N1 0.01806 -0.10889 1.18744
C2 -0.72514 -0.08458 -0.03376
C3 -0.38259 -1.09489 -1.09420
C4 -0.02683 0.34781 -1.29244
H1 0.93044 1.71494 0.90404
H2 -0.10464 -0.88839 1.81949
H3 -1.77527 0.18968 0.05703
H4 0.42792 -1.77961 -0.86491
H5 -1.18787 -1.51851 -1.68624
H6 -0.59911 0.92741 -2.00994
H7 1.02019 0.62477 -1.22289

## Properties
* LUMO level: 0.0384 Ha
* total charge: 0
* relative energy (zero: lowest compared OMol25 entry of this formula, charge and spin): 28.80 kcal per mole
* SMILES: O=CNC1CC1
* HOMO-LUMO gap: 10.7 eV
* largest force on an atom: 0.3 eV Å⁻¹
* 2S+1: 1

(3)
A cluster of 8 separate species, C15H45O8 in total, computed with wB97M-V/def2-TZVPD.

Atoms and positions in Å:
O1 -19.13268 12.52050 -9.38856
H1 -19.27713 12.57758 -8.44121
H2 -19.44345 11.65468 -9.66311
H3 -19.59802 13.15268 -9.94120
O2 -21.96583 10.04408 -11.51296
H4 -22.29809 10.50768 -10.74077
H5 -21.06169 9.86118 -11.24711
H6 -22.02267 10.57597 -12.31013
C1 -22.62084 12.28844 -7.20856
C2 -22.66120 11.30599 -8.37010
C3 -23.89881 10.40814 -8.27233
O3 -22.50726 11.95587 -9.61054
H7 -23.36752 13.08237 -7.19306
H8 -21.63801 12.72740 -7.03684
H9 -22.75425 11.67299 -6.31890
H10 -21.90828 10.53233 -8.21950
H11 -23.94109 9.88617 -7.31637
H12 -23.88387 9.63594 -9.04147
H13 -24.74040 11.07948 -8.44305
C4 -23.24503 13.13831 -15.23497
C5 -22.14601 12.42804 -14.33789
C6 -20.78046 13.04988 -14.54637
O4 -22.54094 12.45186 -12.91974
H14 -23.36134 14.14805 -14.84129
H15 -24.17220 12.60160 -15.03394
H16 -22.94440 13.13850 -16.28269
H17 -21.99400 11.38902 -14.63018
H18 -20.78722 14.11907 -14.33446
H19 -20.38914 13.02397 -15.56338
H20 -20.00458 12.60274 -13.92493
C7 -19.01206 9.42530 -12.69348
C8 -18.61707 9.33236 -11.23471
C9 -17.16167 9.85994 -11.05616
O5 -19.56842 9.91808 -10.32004
H21 -18.30864 8.85871 -13.30362
H22 -19.03469 10.42156 -13.13514
H23 -20.04699 9.14303 -12.88674
H24 -18.63136 8.27183 -10.98334
H25 -16.65346 9.63951 -10.11742
H26 -16.96093 10.92384 -11.18235
H27 -16.57121 9.43321 -11.86694
C10 -22.77630 5.80218 -9.44354
C11 -21.96771 7.07538 -9.17366
O6 -20.78450 6.96976 -9.88956
H28 -23.79823 5.92631 -9.08526
H29 -22.35589 4.85670 -9.10087
H30 -22.88719 5.55517 -10.49937
H31 -21.78676 7.26687 -8.11598
H32 -22.59001 7.86118 -9.60185
H33 -20.29866 7.76218 -9.64953
C12 -23.99913 8.62852 -13.96408
C13 -24.70274 8.27834 -12.72076
O7 -24.27599 7.02913 -12.20392
H34 -24.14907 9.65940 -14.28489
H35 -24.46087 8.18529 -14.84637
H36 -22.94227 8.36599 -13.91696
H37 -25.74506 8.24756 -13.03812
H38 -24.47751 9.05044 -11.98507
H39 -23.32109 6.93952 -12.16238
C14 -25.92674 11.87404 -12.48274
C15 -25.62451 12.46556 -11.15284
O8 -25.29536 13.80825 -11.23138
H40 -25.05122 11.77902 -13.12504
H41 -26.74322 12.31320 -13.05597
H42 -26.25140 10.89147 -12.14034
H43 -24.95699 11.83810 -10.56224
H44 -26.61089 12.44449 -10.68948
H45 -25.88199 14.27853 -11.82829

## Properties
* LUMO level: 0.0693 Ha
* total charge: -1
* relative energy (zero: lowest compared OMol25 entry of this formula, charge and spin): 94.48 kcal per mole
* HOMO-LUMO gap: 5.4 eV
* largest force on an atom: 4.4 eV Å⁻¹
* 2S+1: 1

(4)
The molecule C3H6O2, computed with wB97M-V/def2-TZVPD.

Atoms and positions in Å:
C1 -1.33206 -0.74216 0.05693
C2 0.34269 0.93763 -0.19126
C3 1.57121 0.05198 -0.00757
H1 -2.07521 -1.31996 -0.51304
H2 -1.73742 -0.20118 0.92260
H3 -0.56156 -1.48986 0.38490
H4 0.59640 1.74155 -0.86977
H5 0.04383 1.28430 0.81777
H6 2.28697 0.51394 0.71395
O1 -0.78834 0.26710 -0.80324
O2 1.65350 -1.04334 -0.51127

## Properties
* LUMO level: 0.0356 Ha
* total charge: 0
* relative energy (zero: lowest compared OMol25 entry of this formula, charge and spin): 42.52 kcal per mole
* SMILES: COCC=O
* HOMO-LUMO gap: 10.7 eV
* largest force on an atom: 2.0 eV Å⁻¹
* 2S+1: 1